Entry from the OMol25 dataset: 6 unconnected molecules or ions with the total composition C27H63Cl2FN6O10P at a distorted geometry (ωB97M-V/def2-TZVPD).

Computed properties:
Charge: -1
E, eV: -95488.396
Gap between HOMO and LUMO, eV: 6.85
Spin multiplicity: 1
LUMO, eV: 1.9
HOMO level, Eh: -0.182

The geometry in XYZ format:
```
110
C27H63Cl2FN6O10P (ωB97M-V/def2-TZVPD)
C 1.06437 -0.05814 -2.70709
C 1.27841 -0.58395 -4.08853
Cl 2.21088 0.47879 -5.07942
C 0.79380 -1.73418 -4.56350
Cl 1.09760 -2.21367 -6.21221
N -0.01864 -2.56036 -3.77156
C -1.49638 -2.53555 -4.05351
C -2.20468 -2.08369 -2.75205
C -3.44403 -1.26924 -2.95709
O -4.54069 -1.64889 -3.19707
F -3.23077 0.06099 -2.71807
C -1.87324 -1.64404 -5.27401
O -1.73375 -0.42917 -5.05214
O -2.27307 -2.26530 -6.25819
P 0.54842 -4.09952 -3.27524
O 1.48684 -3.63427 -1.99561
O 1.75027 -4.45370 -4.32412
H 0.43945 0.83469 -2.74195
H 0.58757 -0.80351 -2.07831
H 2.02304 0.19655 -2.25388
H -1.82085 -3.55003 -4.27634
H -1.52073 -1.50928 -2.13267
H -2.50219 -2.96899 -2.18680
H 2.41602 -3.54463 -2.23457
H 2.29106 -3.69546 -4.59100
C 0.51005 2.94672 2.86093
C -0.26730 1.77519 2.26960
C 0.59434 0.73218 1.54887
O 1.11668 1.14138 0.30037
C 2.24345 1.98759 0.37207
N -1.34197 2.29676 1.42022
H 0.76884 3.68035 2.09612
H -0.10515 3.45939 3.59786
H 1.43339 2.62011 3.34728
H -0.74668 1.24818 3.10136
H -0.03364 -0.13633 1.33591
H 1.41791 0.39644 2.19776
H 2.89284 1.72134 1.21236
H 1.96018 3.04076 0.45625
H 2.80394 1.86418 -0.55478
H -1.94316 1.51960 1.15242
H -0.92611 2.60610 0.54534
C -3.14595 7.53084 5.83504
C -2.05855 6.62160 6.39895
C -0.97747 6.22369 5.38774
O -1.36580 5.25961 4.43719
C -2.12636 5.72452 3.33725
N -2.68984 5.46163 7.03396
H -3.87745 6.96786 5.25623
H -3.68395 8.01426 6.65010
H -2.72476 8.30778 5.19433
H -1.54011 7.18041 7.18507
H -0.15641 5.75982 5.94174
H -0.57211 7.11228 4.88220
H -1.79456 6.71916 3.02160
H -3.19539 5.75469 3.56134
H -1.96950 5.01503 2.52439
H -1.98905 4.92299 7.53347
H -3.01830 4.84123 6.29864
C 1.42251 -8.63369 -8.24816
C 1.65100 -7.74952 -7.02567
C 0.46715 -7.69235 -6.05302
O -0.62252 -6.91185 -6.48110
C -1.50450 -7.50957 -7.40277
N 2.07498 -6.41667 -7.46532
H 0.81339 -8.12896 -8.99776
H 2.37679 -8.87304 -8.71814
H 0.92956 -9.56975 -7.97676
H 2.48389 -8.18286 -6.46146
H 0.81924 -7.20240 -5.14187
H 0.12956 -8.70403 -5.77853
H -1.63669 -8.57742 -7.19103
H -1.16895 -7.38979 -8.43684
H -2.46395 -7.00497 -7.29755
H 2.35321 -5.87398 -6.65227
H 1.25569 -5.92750 -7.81752
C -4.03490 -0.13336 3.59225
C -4.39141 0.35238 2.18956
C -5.89206 0.34216 1.88032
O -6.45619 -0.93098 1.65158
C -6.74348 -1.69317 2.80136
N -3.60304 -0.39741 1.20846
H -4.04729 -1.22143 3.65473
H -3.02630 0.19170 3.84981
H -4.72254 0.26397 4.34218
H -4.07939 1.40013 2.12173
H -6.04722 0.89174 0.94951
H -6.45220 0.86267 2.67210
H -7.09806 -1.05822 3.62151
H -5.87986 -2.26874 3.14526
H -7.53318 -2.39462 2.53297
H -3.71925 0.01349 0.28704
H -4.00382 -1.32734 1.11292
C 7.66265 2.76641 4.49149
C 7.47973 3.29048 3.07025
C 6.02719 3.30802 2.58154
O 5.48660 2.04904 2.24259
C 5.05542 1.25235 3.32763
N 8.36947 2.55004 2.17200
H 7.62940 1.67774 4.52433
H 8.63662 3.06895 4.87500
H 6.89473 3.15506 5.16303
H 7.80720 4.33502 3.06314
H 5.99194 3.88736 1.65558
H 5.37692 3.81326 3.30997
H 4.62045 1.86704 4.12244
H 5.86476 0.64702 3.74330
H 4.28953 0.57674 2.94683
H 8.36420 2.98218 1.25333
H 7.97226 1.62596 2.02574
```

Entry from the OMol25 dataset: 2 unconnected molecules or ions with the total composition C8H11F2N (ωB97M-V/def2-TZVPD).

Computed properties:
Charge: 0
Structure (SMILES): C[C@@H](F)CC=C=N.CC#CF
Energy relative to the best compared isomer or geometry (same formula, charge and spin), kcal per mole: 48.6
E, eV: -15395.442
Gap between HOMO and LUMO, eV: 9.35
Spin multiplicity: 1
LUMO, eV: 0.7
HOMO level, Eh: -0.318

The geometry in XYZ format:
```
22
C8H11F2N (ωB97M-V/def2-TZVPD)
C 2.17365 1.00700 0.94092
C 2.54763 -0.12557 -0.00271
F 3.83827 -0.53585 0.30066
C 1.63195 -1.33970 0.10679
C 0.24895 -1.03096 -0.40414
C -0.69119 -1.91987 -0.51740
N -1.48667 -2.78039 -0.82971
H 2.09688 0.63629 1.95952
H 2.94061 1.77739 0.90808
H 1.22311 1.44541 0.65057
H 2.59320 0.22985 -1.04166
H 2.06854 -2.16106 -0.46924
H 1.59600 -1.65871 1.15439
H 0.00895 -0.01209 -0.65868
H -2.19927 -3.10496 -0.18716
C -2.61208 2.20991 -0.78109
C -2.68815 0.98026 -0.02528
C -2.69628 -0.06863 0.54658
F -2.80682 -1.13251 1.27503
H -1.68966 2.24810 -1.35942
H -2.64017 3.06014 -0.10111
H -3.45744 2.27593 -1.46497
```

Entry from the OMol25 dataset: a single C5H8N2 molecule (ωB97M-V/def2-TZVPD).

Computed properties:
Charge: 0
Structure (SMILES): CC1=CC(N)=NC1
Energy relative to the best compared isomer or geometry (same formula, charge and spin), kcal per mole: 5.9
E, eV: -8294.742
Gap between HOMO and LUMO, eV: 9.69
Spin multiplicity: 1
LUMO, eV: 1.0
HOMO level, Eh: -0.320

The geometry in XYZ format:
```
15
C5H8N2 (ωB97M-V/def2-TZVPD)
C -2.26994 0.14418 0.24076
C -0.78026 0.14085 0.08372
C 0.09533 -0.85052 0.30200
C 1.42356 -0.31330 -0.04269
N 2.58203 -1.04231 0.11869
N 1.40908 0.90906 -0.45100
C 0.02458 1.32881 -0.38032
H -2.74626 -0.48771 -0.51740
H -2.57284 -0.23783 1.22025
H -2.68102 1.15236 0.13442
H -0.10974 -1.85253 0.66616
H 2.49804 -2.04137 0.00103
H 3.37690 -0.63761 -0.35743
H -0.32144 1.70040 -1.35452
H -0.08052 2.16438 0.32862
```

Entry from the OMol25 dataset: a single C17H16FN3 molecule at a distorted geometry (ωB97M-V/def2-TZVPD).

Computed properties:
Charge: 0
Structure (SMILES): Cc1cc(N)nc2cc(-c3ccc(F)c(CN)c3)ccc12
Energy relative to the best compared isomer or geometry (same formula, charge and spin), kcal per mole: 0.0
E, eV: -25075.105
Gap between HOMO and LUMO, eV: 8.17
Spin multiplicity: 1
LUMO, eV: -0.1
HOMO level, Eh: -0.303

The geometry in XYZ format:
```
37
C17H16FN3 (ωB97M-V/def2-TZVPD)
C 4.41970 0.94425 2.53721
C 3.03285 1.42213 2.09198
C 2.80756 2.79277 2.22731
C 1.64767 3.31976 1.74244
N 1.59515 4.67778 1.72802
N 0.58923 2.67135 1.19510
C 0.85385 1.31139 0.98779
C -0.13828 0.53002 0.42729
C 0.11011 -0.83546 0.12200
C -0.85592 -1.62776 -0.60385
C -1.13522 -2.88907 -0.33041
C -2.21720 -3.53718 -1.03182
C -3.01451 -2.92540 -2.05193
F -3.97353 -3.60888 -2.76329
C -2.73920 -1.57141 -2.24315
C -3.54519 -0.74988 -3.18485
N -4.61513 -0.14308 -2.44109
C -1.60297 -1.00858 -1.59431
C 1.29888 -1.43045 0.42806
C 2.33506 -0.74193 1.11011
C 2.06948 0.67212 1.44809
H 4.30321 0.08075 3.24350
H 5.10747 1.61203 3.11902
H 4.92527 0.56115 1.61440
H 3.60749 3.26412 2.68256
H 0.63655 4.78545 1.48659
H 2.29312 5.05481 1.06259
H -1.04572 0.99710 0.17758
H -0.63040 -3.59037 0.34940
H -2.37847 -4.53287 -0.64439
H -3.80180 -1.44407 -3.96263
H -2.82482 -0.01615 -3.57921
H -5.07568 0.66856 -2.89105
H -5.36609 -0.86198 -2.24182
H -1.38573 0.02036 -1.88226
H 1.58369 -2.50874 0.15600
H 3.12953 -1.36266 1.50901
```

Entry from the OMol25 dataset: a molecular structure, C2H2FO2Pr at a distorted geometry (ωB97M-V/def2-TZVPD).

Computed properties:
Charge: +1
<S²>: 3.78
Energy relative to the best compared isomer or geometry (same formula, charge and spin), kcal per mole: 70.0
E, eV: -22978.637
Gap between HOMO and LUMO (spin up / spin down), eV: 4.10 / 8.10
Spin multiplicity: 4
LUMO (spin up / spin down), eV: -6.7 / -6.3
HOMO level (spin up / spin down), Eh: -0.396 / -0.528

The geometry in XYZ format:
```
8
C2H2FO2Pr (ωB97M-V/def2-TZVPD)
F -1.28925 1.25959 0.81747
O 4.46371 0.59514 -4.39875
C 3.37771 0.26909 -4.05742
C 2.21347 1.17627 -3.64473
O 1.48490 0.68219 -2.61208
Pr 0.04294 1.26083 -0.80883
H 1.59540 1.25542 -4.56473
H 2.66928 2.18159 -3.52093
```